Entry 1:
Formula: C5H12O
Source: the Open Molecules 2025 dataset
Level of theory: wB97M-V/def2-TZVPD

## Properties
LUMO energy, eV: 0.76
Frontier orbital gap, eV: 7.4
Net charge: 0
Strongest force on any atom, eV/A: 0.34
Molecular weight, g/mol: 88.150
E_tot, eV: -7422.560
Energy above the lowest of the compared OMol25 structures with the same formula, charge and spin, kcal/mol: 109.6

Each line ends with the Löwdin charge.
Geometry (Å):
C  1.9626  -0.3910  -0.9490  -0.12
C  0.8774  -0.7041  0.0526  -0.24
C  -0.4792  -0.3482  -0.2653  -0.48
C  -1.6205  -0.9886  0.4492  -0.01
C  -0.5301  1.6086  1.0022  -0.15
O  -0.8138  0.2007  -1.4219  0.11
H  1.8372  -0.8949  -1.9219  0.08
H  2.9334  -0.7086  -0.5593  0.08
H  2.0505  0.6909  -1.1392  0.08
H  0.4521  0.3812  0.7191  0.13
H  0.9724  -1.6045  0.6561  0.11
H  -1.3722  -1.1388  1.5002  0.10
H  -1.7774  -1.9677  -0.0232  0.10
H  -2.5302  -0.3944  0.3603  0.09
H  -0.5564  1.5517  2.1012  0.00
H  -1.5396  1.8634  0.6571  0.00
H  0.1338  2.4384  0.7153  0.00
H  -0.0084  0.4508  -1.9027  0.12

Entry 2:
Formula: C4H7N3
Source: the Open Molecules 2025 dataset
Level of theory: wB97M-V/def2-TZVPD

## Properties
LUMO energy, eV: 0.92
Frontier orbital gap, eV: 9.7
Net charge: 0
Strongest force on any atom, eV/A: 0.92
Molecular weight, g/mol: 97.121
E_tot, eV: -8730.528
Energy above the lowest of the compared OMol25 structures with the same formula, charge and spin, kcal/mol: 26.6

Each line ends with the Löwdin charge.
Geometry (Å):
C  1.3687  0.7072  1.8139  -0.11
N  1.5407  0.3837  0.4152  -0.06
N  0.3223  0.0045  -0.1443  -0.16
C  -0.3408  0.7254  -1.1190  -0.06
C  -1.5137  0.0468  -1.3185  -0.17
N  -1.5873  -1.0741  -0.5095  0.04
C  -0.4824  -1.0502  0.2069  -0.18
H  0.5947  1.4929  1.8804  0.10
H  1.1409  -0.1625  2.4660  0.08
H  2.2941  1.1530  2.1828  0.08
H  2.2195  -0.3585  0.3088  0.12
H  0.1463  1.5788  -1.6077  0.12
H  -2.2884  0.3168  -2.0096  0.09
H  -0.2276  -1.7944  0.9492  0.12

Entry 3:
Formula: C4H8NO3
Source: the Open Molecules 2025 dataset
Level of theory: wB97M-V/def2-TZVPD

## Properties
LUMO energy, eV: 3.62
Frontier orbital gap, eV: 7.9
Net charge: -1
Strongest force on any atom, eV/A: 1.39
Molecular weight, g/mol: 118.112
E_tot, eV: -11912.827
Energy above the lowest of the compared OMol25 structures with the same formula, charge and spin, kcal/mol: 10.8

Each line ends with the Löwdin charge.
Geometry (Å):
C  -1.9806  1.6242  0.8408  -0.02
C  -1.0561  0.7827  1.7016  -0.61
O  -1.4114  0.2809  2.7558  0.00
N  0.2197  0.7612  1.2399  0.17
H  -2.9133  1.0820  0.7131  0.07
H  -1.6216  1.6989  -0.1777  0.07
H  0.9604  0.3081  1.7472  0.11
H  0.3479  0.9540  0.2457  0.07
H  -2.1488  2.5767  1.3463  0.08
C  1.1133  -1.9504  -1.1093  -0.06
C  1.6817  -0.7902  -2.0077  -0.79
O  1.4905  0.3549  -1.5246  -0.13
O  2.2177  -1.1142  -3.0791  -0.09
H  1.3277  -2.9193  -1.5631  0.05
H  0.0688  -1.7239  -0.9329  0.05
H  1.7040  -1.9259  -0.1961  0.04

Entry 4:
Formula: C5H8O
Source: the Open Molecules 2025 dataset
Level of theory: wB97M-V/def2-TZVPD

## Properties
LUMO energy, eV: 0.97
Frontier orbital gap, eV: 10.8
Net charge: 0
Strongest force on any atom, eV/A: 0.52
Molecular weight, g/mol: 84.118
E_tot, eV: -7359.322
Energy above the lowest of the compared OMol25 structures with the same formula, charge and spin, kcal/mol: 67.6

Each line ends with the Löwdin charge.
Geometry (Å):
C  1.4860  -0.2941  0.8106  0.03
C  0.2955  -0.7265  0.4347  -0.35
C  -0.5327  -1.3888  -0.5788  -0.10
C  -1.1366  -0.8487  0.7177  -0.10
H  2.3658  -0.4440  0.1886  0.06
H  1.6270  0.2111  1.7635  0.06
H  -0.7708  -0.8413  -1.4892  0.10
H  -0.4431  -2.4662  -0.7044  0.10
H  -1.4626  -1.5586  1.4747  0.10
H  -1.7477  0.0483  0.6321  0.09
C  0.0865  2.0760  -0.8107  -0.16
O  -1.1159  1.9839  -0.7867  -0.02
H  0.6527  2.6314  -0.0391  0.09
H  0.6959  1.6175  -1.6129  0.09